98
Properties=species:S:1:pos:R:3 method="wB97M-V/def2-TZVPD" homo_lumo_gap_ev=8.6189 relative_energy_kcal_mol=234.17 smiles="NC(N)=O.CC(C)O.CC(C)O.CC(C)O.CC(C)O.CC(C)O.CO.CO.CO.CO.CO" charge=0 max_force_ev_per_a=13.43 energy_ev=-48305.7170
N 3.26326 2.36286 -0.88236
C 2.56326 3.06886 -1.69036
N 1.36426 3.04386 -1.38336
O 2.94626 3.37486 -2.99536
H 4.30926 2.46286 -0.90536
H 2.79326 2.05586 -0.05836
H 0.72326 3.51186 -1.98536
H 1.09926 2.82086 -0.41836
C 3.59626 2.79886 3.35864
C 2.83426 2.06686 4.30364
C 1.47526 2.59286 4.46264
O 2.65826 0.84986 4.09164
H 4.09026 3.67486 3.88764
H 3.01026 3.31586 2.58464
H 4.39826 2.18486 2.87964
H 3.29826 2.13386 5.21064
H 1.36026 3.64286 4.82164
H 0.84026 1.95686 5.13964
H 0.98026 2.60386 3.52964
H 3.57526 0.56186 4.08464
C -1.10774 -3.76014 2.77964
C -1.54274 -4.56314 1.50664
C -2.92674 -4.23314 0.92964
O -0.69174 -4.69714 0.59164
H 0.03526 -3.55914 2.76364
H -1.32374 -4.51814 3.54564
H -1.70274 -2.88914 3.00764
H -1.54074 -5.53314 1.90764
H -3.15474 -3.22314 0.46964
H -3.50474 -4.31714 1.83564
H -3.12374 -4.95114 0.15964
H -1.18074 -5.09714 -0.07836
C -0.03974 -4.55814 -2.88136
C -1.06374 -4.29114 -3.94636
C -1.38074 -2.80314 -4.03936
O -0.85174 -4.64214 -5.12636
H -0.05474 -5.54314 -2.33136
H -0.23374 -3.81914 -2.05336
H 0.96826 -4.48614 -3.27936
H -2.00774 -4.74814 -3.64136
H -1.61674 -2.39814 -3.07236
H -1.98974 -2.48914 -4.92336
H -0.44974 -2.31814 -4.26936
H -0.33274 -3.96014 -5.55236
C 0.66926 -0.44214 -2.57436
C 2.13626 -0.36614 -3.02036
C 2.48826 -1.59214 -3.92536
O 2.42426 0.71086 -3.49636
H 0.50526 0.47786 -1.97936
H 0.30626 -1.37514 -1.99036
H 0.06726 -0.32314 -3.51536
H 2.74226 -0.30514 -2.11836
H 3.55226 -1.72014 -4.06536
H 2.08126 -1.42714 -4.87236
H 2.02726 -2.52614 -3.47236
H 2.42826 1.36586 -2.75936
C -2.18374 -0.89014 -0.59636
C -1.32874 -0.47914 0.57064
C -0.87174 0.99286 0.56164
O -1.63974 -0.73614 1.71064
H -2.08474 -1.97014 -0.76636
H -1.74774 -0.57114 -1.55036
H -3.21674 -0.53214 -0.49936
H -0.36174 -1.05214 0.46764
H -0.33474 1.14486 -0.31036
H -0.36574 1.24686 1.46064
H -1.72874 1.69086 0.59164
H -0.93274 -0.63314 2.35664
C -3.45974 3.86886 -0.54836
O -4.35874 3.80186 -1.54136
H -3.52374 3.03586 0.07764
H -3.64474 4.83486 -0.06736
H -2.48774 3.72586 -0.90636
H -4.33774 2.96486 -1.96036
C -0.59574 -0.52314 4.43064
O 0.31526 -0.49614 3.37864
H -1.45574 -1.15814 4.26364
H -0.91274 0.49886 4.70464
H -0.06374 -0.79114 5.33264
H 1.12526 -0.12114 3.68564
C -0.41874 4.41486 1.99964
O 0.65826 4.30086 1.09664
H -0.74074 3.47986 2.39064
H -1.33174 4.76986 1.56764
H -0.11374 5.07286 2.76864
H 1.49026 4.32086 1.61664
C 2.39726 -0.11714 0.83464
O 2.14426 1.13486 1.37064
H 3.48526 -0.18214 0.76164
H 2.14726 -0.24214 -0.21436
H 1.91926 -0.92414 1.40864
H 1.93826 1.07586 2.32964
C -2.21774 1.61386 -2.90436
O -3.59574 1.60486 -2.70336
H -2.04174 2.25786 -3.80536
H -1.80874 0.65686 -3.25236
H -1.65174 2.03886 -2.05836
H -3.85174 0.70686 -2.60236